No. 1
C43H49NO2PS2Ta as an isolated structure in a non-equilibrium geometry, computed with ωB97M-V/def2-TZVPD.

Geometry (Å):
1 Ta 0.351 0.664 -0.085
2 C 1.170 1.894 2.192
3 C 2.507 1.585 2.158
4 C 3.076 2.067 0.919
5 C 2.101 2.685 0.185
6 C 0.808 2.556 0.926
7 C -0.081 3.794 1.010
8 C 2.362 3.556 -1.009
9 C 4.520 1.964 0.576
10 C 3.303 0.946 3.244
11 C 0.254 1.745 3.366
12 H 0.511 4.636 1.378
13 H -0.907 3.638 1.702
14 H -0.507 4.089 0.053
15 H 2.974 4.408 -0.704
16 H 1.456 3.956 -1.449
17 H 2.913 3.032 -1.794
18 H 5.112 2.645 1.193
19 H 4.710 2.214 -0.466
20 H 4.902 0.958 0.771
21 H 3.855 0.077 2.877
22 H 2.676 0.632 4.077
23 H 4.050 1.643 3.632
24 H 0.457 2.530 4.099
25 H 0.374 0.786 3.869
26 H -0.790 1.836 3.071
27 O 0.208 -0.336 -1.866
28 N -0.233 0.061 -3.072
29 C -0.220 -0.839 -4.080
30 C -0.688 -0.474 -5.307
31 C -1.177 0.829 -5.485
32 C -1.168 1.718 -4.440
33 C -0.676 1.321 -3.190
34 S -0.538 2.323 -1.810
35 H 0.172 -1.812 -3.823
36 H -0.675 -1.191 -6.114
37 H -1.559 1.134 -6.449
38 H -1.531 2.730 -4.549
39 C -4.914 -0.839 -3.489
40 C -5.298 0.253 -2.726
41 C -4.494 0.694 -1.683
42 C -3.293 0.044 -1.405
43 C -2.928 -1.072 -2.158
44 C -3.732 -1.507 -3.199
45 P -2.295 0.498 0.035
46 C -2.987 2.016 0.745
47 C -3.249 3.147 -0.031
48 C -3.735 4.300 0.563
49 C -3.959 4.340 1.932
50 C -3.711 3.218 2.709
51 C -3.233 2.057 2.118
52 C -2.610 -0.802 1.223
53 C -3.847 -1.314 1.512
54 C -3.980 -2.331 2.476
55 C -2.873 -2.801 3.124
56 C -1.583 -2.290 2.837
57 C -0.435 -2.769 3.508
58 C 0.794 -2.253 3.212
59 C 0.923 -1.252 2.231
60 C -0.148 -0.738 1.518
61 C -1.437 -1.277 1.857
62 H -5.546 -1.182 -4.297
63 H -6.230 0.761 -2.934
64 H -4.809 1.542 -1.091
65 H -2.035 -1.629 -1.898
66 H -3.447 -2.378 -3.775
67 H -3.082 3.129 -1.099
68 H -3.942 5.170 -0.046
69 H -4.342 5.242 2.391
70 H -3.900 3.239 3.774
71 H -3.065 1.180 2.730
72 H -4.730 -0.937 1.007
73 H -4.959 -2.732 2.702
74 H -2.967 -3.579 3.871
75 H -0.548 -3.538 4.263
76 H 1.674 -2.604 3.737
77 H 1.915 -0.865 2.053
78 C 4.855 -3.469 1.076
79 C 4.544 -2.014 0.740
80 C 4.288 -1.777 -0.750
81 S 2.594 -1.489 -1.258
82 O 2.146 -0.316 -0.310
83 C 1.753 -2.932 -0.591
84 C 2.061 -4.207 -1.373
85 C 1.598 -4.171 -2.825
86 H 5.077 -3.580 2.136
87 H 5.725 -3.822 0.520
88 H 4.019 -4.131 0.842
89 H 5.383 -1.383 1.036
90 H 3.689 -1.663 1.319
91 H 4.588 -2.632 -1.363
92 H 4.822 -0.910 -1.144
93 H 0.693 -2.677 -0.658
94 H 2.020 -3.000 0.463
95 H 1.549 -5.013 -0.844
96 H 3.125 -4.443 -1.316
97 H 0.514 -4.043 -2.884
98 H 1.846 -5.103 -3.329
99 H 2.071 -3.364 -3.390

Calculated values
LUMO energy (eV): -5.8
Total energy (eV): -83470.534
Orbital gap (eV): 6.912
Total charge: +2
Energy above the lowest of the compared OMol25 structures with the same formula, charge and spin (kcal per mole): 25.7
Maximum force (eV Å⁻¹): 1.50
HOMO (eV): -12.72

***

No. 2
C43H50AsF10HfN7O2Si3 as an isolated structure in a non-equilibrium geometry, computed with ωB97M-V/def2-TZVPD.

Geometry (Å):
1 Hf -0.833 0.442 0.105
2 C 0.123 3.854 -2.269
3 N -0.595 3.161 -1.204
4 C -2.017 3.074 -1.536
5 C -2.243 1.932 -2.512
6 N -1.680 0.658 -2.033
7 C -1.448 -0.265 -3.009
8 C -1.843 -0.245 -4.370
9 F -2.678 0.699 -4.854
10 C -1.471 -1.220 -5.281
11 F -1.891 -1.114 -6.542
12 C -0.690 -2.301 -4.918
13 F -0.321 -3.220 -5.814
14 C -0.336 -2.407 -3.587
15 F 0.377 -3.448 -3.154
16 C -0.732 -1.433 -2.703
17 F -0.435 -1.622 -1.390
18 C -0.300 3.815 0.075
19 C 0.901 3.146 0.720
20 N 0.482 1.853 1.253
21 C 1.112 1.395 2.364
22 C 0.432 0.508 3.218
23 F -0.835 0.204 2.866
24 C 0.962 -0.049 4.355
25 F 0.236 -0.884 5.105
26 C 2.254 0.273 4.736
27 F 2.798 -0.256 5.836
28 C 2.961 1.159 3.947
29 F 4.217 1.480 4.276
30 C 2.401 1.700 2.805
31 F 3.174 2.504 2.066
32 H -0.240 4.886 -2.374
33 H -0.015 3.352 -3.226
34 H 1.189 3.887 -2.046
35 H -2.389 4.003 -1.992
36 H -2.587 2.906 -0.629
37 H -1.767 2.205 -3.456
38 H -3.315 1.849 -2.704
39 H -1.145 3.707 0.752
40 H -0.113 4.890 -0.056
41 H 1.263 3.794 1.521
42 H 1.710 3.041 -0.016
43 C 8.235 5.414 -0.953
44 O 7.535 4.727 0.065
45 C 7.334 3.396 -0.096
46 C 6.597 2.764 0.904
47 C 6.295 1.420 0.817
48 C 6.775 0.669 -0.258
49 C 7.565 1.294 -1.216
50 C 7.819 2.653 -1.162
51 N 6.658 -0.742 -0.371
52 N 5.690 -1.477 -0.094
53 C 4.324 -1.183 0.208
54 C 3.753 -1.893 1.244
55 C 2.386 -1.832 1.534
56 C 1.524 -1.077 0.768
57 O 0.209 -1.038 0.978
58 C 2.077 -0.337 -0.318
59 N 1.191 0.379 -1.078
60 C 1.628 0.983 -2.155
61 C 2.965 0.920 -2.577
62 C 3.871 0.224 -1.826
63 C 3.464 -0.406 -0.629
64 H 8.233 6.461 -0.664
65 H 7.737 5.308 -1.921
66 H 9.268 5.067 -1.037
67 H 6.259 3.358 1.735
68 H 5.727 0.939 1.602
69 H 7.964 0.699 -2.028
70 H 8.413 3.111 -1.940
71 H 4.398 -2.515 1.852
72 H 1.975 -2.408 2.354
73 H 0.885 1.507 -2.741
74 H 3.256 1.407 -3.497
75 H 4.893 0.133 -2.164
76 N -3.090 2.126 1.941
77 C -2.415 1.606 1.159
78 C -3.534 -3.024 -2.341
79 Si -3.022 -3.496 -0.572
80 C -1.346 -4.373 -0.529
81 C -4.264 -4.815 -0.038
82 As -2.816 -1.404 0.607
83 Si -5.117 -0.703 0.442
84 C -6.368 -2.040 -0.034
85 C -5.174 0.556 -0.962
86 C -5.757 0.089 2.022
87 Si -2.895 -2.253 2.855
88 C -3.181 -0.878 4.117
89 C -4.316 -3.488 3.078
90 C -1.279 -3.175 3.135
91 H -2.878 -3.480 -3.085
92 H -3.509 -1.944 -2.495
93 H -4.550 -3.363 -2.551
94 H -1.119 -4.828 -1.495
95 H -1.351 -5.171 0.217
96 H -0.527 -3.697 -0.282
97 H -4.237 -5.614 -0.783
98 H -5.285 -4.445 0.022
99 H -4.006 -5.250 0.926
100 H -6.121 -2.511 -0.987
101 H -7.348 -1.569 -0.137
102 H -6.458 -2.820 0.722
103 H -4.617 0.198 -1.831
104 H -4.741 1.505 -0.641
105 H -6.202 0.744 -1.280
106 H -5.940 -0.654 2.802
107 H -6.696 0.609 1.820
108 H -5.048 0.821 2.406
109 H -4.117 -1.034 4.654
110 H -3.220 0.105 3.647
111 H -2.371 -0.860 4.848
112 H -5.149 -3.265 2.410
113 H -4.685 -3.443 4.104
114 H -3.994 -4.511 2.888
115 H -0.433 -2.495 3.039
116 H -1.155 -3.967 2.392
117 H -1.246 -3.625 4.129

Calculated values
LUMO energy (eV): -0.7
Total energy (eV): -172884.280
Orbital gap (eV): 6.891
Energy above the lowest of the compared OMol25 structures with the same formula, charge and spin (kcal per mole): 13.4
Maximum force (eV Å⁻¹): 2.59
HOMO (eV): -7.60